A gas-phase ion, C19H20NO3 (charge +1) in a non-equilibrium geometry, computed with ωB97M-V/def2-TZVPD.

Charge: +1
HOMO-LUMO gap (eV): 7.11
Spin multiplicity: 1
ΔE to the lowest compared entry with this formula, charge and spin (eV): 0.000
Total energy (eV): -27654.3777
Strongest force on any atom (Eh/bohr): 0.02435
LUMO (eV): -4.068
M (u): 310.37

Each line ends with the Löwdin charge.
Cartesian coordinates (Å):
C (-4.82150, -0.28986, 1.43634)  -0.0241
C (-3.69565, 0.17570, 0.57889)  -0.1918
C (-3.68995, 1.40694, 0.01568)  0.0678
C (-2.59676, 1.89625, -0.79059)  -0.4377
O (-2.41940, 3.02732, -1.16388)  0.1191
O (-1.62910, 0.97099, -1.13711)  0.1089
C (-1.60045, -0.25767, -0.57821)  -0.1977
C (-0.49284, -1.04196, -0.90089)  0.0379
C (-0.26498, -2.22353, -0.21507)  -0.2676
C (-1.21170, -2.65816, 0.72681)  0.0154
C (-2.34738, -1.92702, 0.96858)  0.0092
C (-2.56341, -0.69093, 0.34143)  -0.1082
H (-3.07345, -2.29769, 1.67302)  0.1193
H (-1.02788, -3.58773, 1.23994)  0.1256
O (0.85744, -2.97473, -0.32639)  -0.0377
C (1.75289, -2.77740, -1.40386)  -0.1694
C (2.74290, -1.61004, -1.24963)  -0.1507
H (2.25103, -0.65225, -1.42826)  0.0932
C (3.46532, -1.58230, 0.10082)  -0.1406
H (4.46332, -1.16145, -0.03122)  0.1129
H (3.58047, -2.60254, 0.46726)  0.1305
C (2.72507, -0.78534, 1.18597)  -0.0962
N (2.63680, 0.62735, 0.84374)  -0.0413
C (1.47846, 1.14929, 0.42677)  0.0094
C (1.38353, 2.46467, 0.01621)  0.0292
C (2.51749, 3.26452, 0.05510)  0.0116
C (3.70857, 2.71185, 0.51386)  0.0069
C (3.73754, 1.38803, 0.89782)  0.0021
H (4.64342, 0.92221, 1.25697)  0.1510
H (4.60913, 3.30210, 0.57088)  0.1269
H (2.47410, 4.29501, -0.26069)  0.1304
H (0.43588, 2.84663, -0.33377)  0.1221
H (0.61861, 0.49373, 0.41221)  0.1194
H (3.26512, -0.88226, 2.13066)  0.1434
H (1.71892, -1.18424, 1.31647)  0.1293
H (3.48081, -1.73958, -2.04210)  0.1257
H (2.31736, -3.71264, -1.44514)  0.1381
H (1.20085, -2.66494, -2.34341)  0.1364
H (0.15897, -0.67967, -1.67841)  0.1250
H (-4.49524, 2.10624, 0.17367)  0.1324
H (-5.23008, -1.22157, 1.04858)  0.0990
H (-5.61135, 0.45462, 1.46648)  0.0883
H (-4.47543, -0.47218, 2.45297)  0.0966